Molecular formula: C33H84Br6O27S9
Method: DFT, the ωB97M-V functional and the def2-TZVPD basis

Properties
* structure (SMILES): CCOS(C)(=O)=O.CCOS(C)(=O)=O.CCOS(C)(=O)=O.CCOS(C)(=O)=O.CCOS(C)(=O)=O.CCOS(C)(=O)=O.CCOS(C)(=O)=O.CCOS(C)(=O)=O.CCOS(C)(=O)=O.BrCCBr.BrCCBr.BrCCBr
* energy: -608628.79614 eV
* charge: 0
* E_HOMO: -0.3526 Ha
* orbital gap: 9.40 eV

Last column: Löwdin charge in e.
CARTESIAN COORDINATES (ANGSTROEM)
Br (-7.05476, 6.00501, -2.60269)  0.52
Br (-1.74671, -1.93732, 3.78729)  0.59
Br (-4.70195, -2.43311, 5.48029)  0.57
Br (-4.11542, -0.36411, -7.04818)  0.55
Br (-6.57682, 2.25620, -2.11882)  0.60
Br (-5.12689, -3.28096, -5.27792)  0.59
S (4.94294, -3.29422, -0.78480)  0.68
S (0.87243, 3.47779, -3.00576)  0.73
S (-6.52842, -2.63604, -0.55049)  0.73
S (-2.03877, -0.11950, -0.92251)  0.68
S (4.83665, 5.49980, 5.62617)  0.64
S (2.74084, -1.01256, 4.05943)  0.65
S (1.15086, -3.29847, -4.53175)  0.67
S (-1.64056, -6.08965, 1.09472)  0.70
S (-2.10562, 5.83503, -0.32613)  0.68
O (0.08645, 2.26945, -2.69904)  -0.32
O (-0.38543, -5.02907, 0.84360)  -0.26
O (2.04595, -2.03858, 3.31624)  -0.32
O (5.77289, 5.62154, 4.52638)  -0.30
O (-6.15182, -4.14752, -1.14598)  -0.25
O (1.58653, -2.25730, -3.33289)  -0.27
O (-2.39058, -5.69158, 2.28150)  -0.30
O (0.52370, -2.59238, -5.63376)  -0.28
O (4.59343, -1.67904, -0.71136)  -0.29
O (3.26767, 0.14636, 3.35494)  -0.32
O (1.81816, 3.33786, -4.36838)  -0.26
O (1.69155, 4.17288, -1.95367)  -0.32
O (-2.61334, 4.53074, 0.02253)  -0.31
O (-0.42054, 0.20064, -0.84076)  -0.29
O (0.58476, -4.46848, -3.87387)  -0.30
O (-7.99202, -2.49047, -0.56749)  -0.31
O (3.45357, 4.98808, 4.97790)  -0.29
O (-0.53546, 6.07179, 0.14431)  -0.28
O (5.03823, -3.72728, -2.17608)  -0.30
O (-2.43261, -0.36129, -2.37047)  -0.33
O (-2.42172, -6.23420, -0.13921)  -0.32
O (-5.63647, -2.31232, 0.62079)  -0.33
O (-2.39222, -1.08609, 0.09938)  -0.29
O (-2.26659, 6.50567, -1.62499)  -0.30
O (5.22282, 4.64065, 6.73789)  -0.31
O (6.00819, -3.59942, 0.18102)  -0.30
O (4.01324, -1.87306, 4.70964)  -0.27
C (3.49807, 3.66594, 4.35666)  -0.23
C (2.49110, 2.13678, -6.35843)  -0.04
C (-2.85587, 7.05648, 0.96891)  -0.07
C (0.09428, 5.01711, 0.95168)  -0.24
C (4.22958, 7.18258, 6.27065)  -0.07
C (1.48375, -0.92584, -3.42305)  -0.33
C (-2.87800, 1.41522, -0.58911)  -0.12
C (3.34312, -4.03607, -0.18842)  -0.08
C (1.56516, 5.41413, 1.06778)  -0.06
C (0.26095, 0.34872, 0.44432)  -0.21
C (-3.58743, -0.88269, -5.18798)  -0.67
C (-0.74304, -3.75466, 0.36765)  -0.27
C (-0.40359, 4.75906, -3.56393)  -0.07
C (-3.32510, -2.41076, -5.12794)  -0.61
C (1.70673, 0.79689, 0.16768)  -0.03
C (2.10350, 3.17863, 3.97645)  -0.06
C (1.30870, 2.42202, -5.35773)  -0.25
C (5.11943, -1.18222, 5.28855)  -0.27
C (5.12269, -0.85171, 0.29681)  -0.29
C (-5.99759, -1.60572, -2.03857)  -0.11
C (2.84543, -3.83903, -5.00433)  -0.09
C (-5.07558, -4.87077, -0.52157)  -0.30
C (5.89760, -2.15185, 6.17188)  -0.07
C (-6.71321, 4.86939, -0.92800)  -0.63
C (1.68341, -0.59771, 5.57000)  -0.07
C (-3.50110, -2.22715, 2.88072)  -0.66
C (-4.31090, -3.18940, 3.69401)  -0.66
C (-0.68759, -7.66597, 1.17311)  -0.08
C (-5.70981, 3.71791, -0.98380)  -0.58
C (2.89597, -0.58316, -3.70469)  -0.04
C (6.44858, -0.21827, -0.10664)  -0.05
C (-0.93749, -3.97490, -1.12396)  -0.09
C (-5.62787, -5.53182, 0.67619)  -0.09
H (3.22338, -0.97539, -4.66754)  0.07
H (-1.88237, -4.41338, -1.44498)  0.07
H (0.93323, 1.51112, -4.89148)  0.08
H (4.42757, -0.01385, 0.35075)  0.10
H (-2.75971, 8.04854, 0.52771)  0.06
H (0.74656, -0.11406, 5.29344)  0.05
H (4.15199, 7.73121, 5.33198)  0.06
H (1.48649, 3.04283, 4.86468)  0.08
H (-6.19779, -4.87300, 1.33136)  0.07
H (-4.73667, -5.83915, 1.22338)  0.06
H (-6.66485, -1.78537, -2.88153)  0.05
H (2.80949, 3.01721, -6.91660)  0.07
H (3.05674, -3.82984, 0.84287)  0.07
H (2.24647, 1.09797, 1.06553)  0.06
H (0.73405, -0.56966, -4.12958)  0.12
H (5.24961, -2.63506, 6.90312)  0.08
H (-2.26542, 2.07275, -1.20595)  0.06
H (-2.57611, -2.66007, -5.87958)  0.06
H (4.99694, 7.53283, 6.96100)  0.07
H (-5.51949, 3.29938, 0.00449)  0.06
H (2.89059, 0.48855, -3.90344)  0.06
H (-3.29862, -2.55343, 1.86061)  0.02
H (0.09718, 5.72698, -3.58538)  0.07
H (3.26527, -4.46850, -4.21973)  0.06
H (-4.76634, 3.95035, -1.47770)  0.04
H (3.21284, 7.13341, 6.66042)  0.06
H (0.22722, -0.59452, 0.98954)  0.10
H (0.01030, -7.57239, 2.00515)  0.07
H (-6.08190, -0.56390, -1.72937)  -0.01
H (-0.27050, -7.74651, 0.16929)  0.07
H (-4.35653, -0.57758, -4.47839)  0.03
H (-3.87779, -1.21428, 2.73830)  0.05
H (4.80423, -0.27878, 5.81060)  0.12
H (1.84790, 5.64630, 0.04101)  0.07
H (7.25883, -0.93174, -0.25680)  0.08
H (-0.09334, -4.59406, -1.42754)  0.08
H (6.16493, 0.30141, -1.02183)  0.08
H (-2.74389, -0.24524, -4.92303)  0.04
H (1.14809, -0.61362, -2.43413)  0.11
H (1.56291, 3.84762, 3.30689)  0.05
H (-3.92071, 6.86513, 1.10158)  0.05
H (0.42793, 2.81373, -5.86657)  0.11
H (-3.72010, -4.08130, 3.90274)  0.04
H (2.69219, -4.36805, -5.94495)  0.07
H (-2.38267, 6.97224, 1.94722)  0.06
H (-1.40604, -8.48538, 1.19556)  0.07
H (-4.99943, -1.99374, -2.24162)  0.04
H (-4.68894, -5.70240, -1.11065)  0.12
H (0.04010, -3.01165, 0.21690)  0.12
H (-3.94438, 1.27493, -0.76592)  0.05
H (-2.70291, 1.65231, 0.46029)  0.07
H (6.50394, -2.99715, 5.84642)  0.08
H (-4.20679, -4.31967, -0.16156)  0.10
H (-2.95676, -2.69481, -4.14217)  0.04
H (-5.22338, -3.44782, 3.15669)  0.06
H (-0.24383, 1.05128, 1.10741)  0.12
H (4.27088, 3.57721, 3.59312)  0.12
H (1.64174, 1.65048, -0.50705)  0.06
H (2.13352, 4.49681, 1.22136)  0.07
H (-7.67507, 4.58390, -0.50207)  0.05
H (-0.40635, 4.97291, 1.91891)  0.11
H (-1.11316, -3.08996, -1.73561)  0.07
H (2.36200, 0.10548, -0.36211)  0.06
H (3.34785, 1.84611, -5.75049)  0.06
H (2.06472, 2.23274, 3.43618)  0.05
H (3.66329, -0.92528, -3.01023)  0.08
H (-1.56726, -3.33028, 0.94093)  0.07
H (5.08267, -1.44783, 1.20849)  0.11
H (-6.44880, 5.68851, -0.25925)  0.03
H (5.75696, -0.91093, 4.44709)  0.12
H (6.57538, -1.53986, 6.76700)  0.08
H (-1.27840, 4.69491, -2.91686)  0.03
H (3.41716, -2.92581, -5.16940)  0.05
H (2.59199, -3.74632, -0.92324)  0.05
H (-0.78962, 4.52310, -4.55559)  0.06
H (2.29683, 0.07202, 6.17273)  0.05
H (3.58641, -5.09661, -0.25299)  0.07
H (3.81901, 3.02416, 5.17716)  0.10
H (2.34918, 1.35477, -7.10437)  0.08
H (1.84734, 6.17167, 1.79895)  0.09
H (-6.20193, -6.41708, 0.40256)  0.09
H (-0.01534, 4.08099, 0.40418)  0.10
H (6.71260, 0.58935, 0.57611)  0.08
H (1.52597, -1.53492, 6.10381)  0.07

Cartesian forces (eV/Å) of the 2 atoms listed first:
Br 0.337 -1.349 1.098
Br -0.193 -0.073 -0.579